Record 1
Entry from the OMol25 dataset: a structure of composition C28H41N4SbW (ωB97M-V with the def2-TZVPD basis set).

Last column: Mulliken spin population.
CARTESIAN COORDINATES (ANGSTROEM)
W 0.1953 0.2226 0.8417  1.5967
Sb -0.0871 -0.1155 -1.9518  0.0837
N -1.1896 -1.3219 1.3132  -0.0685
N 0.4891 -0.2150 3.0617  -0.0068
N -1.2264 1.7231 1.2445  0.0643
N 2.2663 0.1192 1.1080  0.0470
C 4.4466 -0.0846 0.1272  -0.0064
C 1.2768 -1.8254 -4.1208  -0.0006
C -2.3338 3.3493 2.5925  -0.0052
C 3.0927 0.0984 0.0217  -0.0013
C 1.4799 -1.4134 -2.6613  -0.0146
C -2.3011 -1.5664 0.5714  0.0226
C 4.1730 -0.2521 2.5056  0.0004
C -1.9513 -0.4824 -2.9623  -0.0024
C -3.0674 2.9857 0.3464  -0.0089
C 1.0848 2.5055 -1.0113  0.0667
C -1.3587 2.3807 2.4363  -0.0129
C -2.0823 2.0402 0.2297  0.0088
C -1.8805 0.1822 -4.3413  -0.0017
C -3.1944 3.6652 1.5534  0.0121
C 1.8867 0.0630 3.5015  -0.0122
C 0.2485 -1.6844 3.1943  0.0025
C 0.4256 1.9329 -2.2719  -0.0109
C -0.4649 0.5528 3.9311  -0.0192
C -3.0216 -3.2516 2.0960  0.0151
C -2.2966 -1.9697 -3.0299  -0.0025
C 1.2973 2.1910 -3.5054  0.0011
C 5.0021 -0.2639 1.3921  0.0068
C -1.8935 -2.9981 2.8690  -0.0012
C -1.0038 -2.0312 2.4601  0.0239
C 1.6059 -2.6209 -1.7366  -0.0040
C -3.2296 -2.5113 0.9368  -0.0036
C -0.4497 2.0331 3.5763  0.1048
C 2.8193 -0.0509 2.3449  0.0506
H 2.1730 2.4948 -1.0526  0.0010
H 4.5789 -0.3922 3.4998  0.0003
H 1.9446 1.0710 3.9125  -0.0023
H 2.2668 1.6947 -3.4182  0.0000
H 0.2197 -1.9819 4.2445  0.0011
H 1.7369 -2.3554 -0.6784  0.0010
H 1.0983 -2.2040 2.7374  -0.0059
H -3.7328 -4.0101 2.4006  -0.0006
H 2.3782 -0.7955 -2.6127  0.0003
H -3.3272 -2.0714 -3.3750  0.0011
H -2.4148 3.8576 3.5445  0.0000
H -0.7475 2.6168 4.4461  0.0020
H -3.9551 4.4258 1.6831  -0.0006
H -2.4287 -0.9734 -0.3219  0.0153
H -4.1036 -2.6668 0.3184  0.0007
H -1.4580 0.1232 3.7953  0.0038
H 2.1408 -2.4179 -4.4296  0.0004
H 0.8644 1.9615 -0.0212  0.0099
H 1.4831 3.2597 -3.6252  0.0019
H -2.6916 0.0479 -2.3520  0.0060
H 2.1644 -0.6199 4.3072  0.0002
H 0.7323 -3.2711 -1.8122  0.0011
H -3.7186 3.1919 -0.4922  0.0010
H -2.8396 0.0353 -4.8426  0.0015
H 0.5657 2.3735 3.3467  -0.0062
H 2.6195 0.2348 -0.9363  0.0132
H 1.2124 -0.9756 -4.8004  -0.0002
H 0.8207 1.8407 -4.4205  -0.0011
H 0.3959 -2.4523 -4.2503  -0.0003
H 0.7533 3.5139 -0.7576  0.0044
H 6.0694 -0.4124 1.5086  -0.0005
H -1.7098 -3.5444 3.7855  0.0007
H 2.4766 -3.2142 -2.0215  0.0000
H -1.9525 1.4974 -0.6946  0.0248
H -1.6711 -2.4924 -3.7520  -0.0001
H -0.1781 0.3905 4.9725  -0.0062
H 5.0614 -0.0869 -0.7630  0.0006
H -2.2137 -2.4912 -2.0747  0.0011
H -0.5431 2.4228 -2.4031  0.0069
H -1.1142 -0.2699 -4.9712  -0.0001
H -1.7140 1.2588 -4.2860  -0.0006

Force components x, y, z for each atom (eV/Å):
-0.9376 -0.2367 0.5126
0.3410 -0.2754 -0.0904
0.2815 -0.0467 0.0541
0.0586 0.1098 0.0111
0.0613 0.1701 0.1675
0.1155 -0.1847 -0.0452
-0.0365 0.0137 -0.0359
0.0023 0.0340 0.0336
0.0447 -0.0125 0.0569
0.0509 0.0191 0.1283
0.1070 -0.2012 -0.3070
0.0367 -0.0183 0.0355
-0.0605 -0.0026 0.0391
-0.2624 0.0200 -0.1362
0.0186 -0.0620 -0.0609
0.0402 -0.1004 0.3764
-0.0984 -0.0210 -0.1228
0.0149 0.0219 0.1003
-0.0384 -0.0290 0.0903
-0.0396 0.0488 0.0215
-0.1438 -0.0385 0.0105
0.1526 0.0403 -0.0721
0.0514 0.3982 -0.0630
0.1055 -0.1540 -0.0374
-0.0167 -0.0272 0.0286
0.0338 0.0205 -0.0473
-0.0025 -0.0880 0.0188
0.0559 -0.0173 0.0036
0.0479 0.0253 0.0089
-0.0441 -0.0251 -0.0315
-0.0419 -0.0099 0.1211
-0.0049 0.0450 -0.0430
0.0482 0.0542 0.0018
0.0878 0.0101 -0.0841
0.0197 0.0324 -0.0720
0.0014 0.0091 -0.0026
0.0375 0.0057 -0.0088
-0.0006 0.0130 -0.0132
-0.0965 0.0414 0.0122
0.0004 0.0379 -0.0520
-0.0104 -0.0402 0.0336
-0.0034 0.0038 -0.0049
0.0143 0.0438 0.0198
0.0007 0.0105 -0.0087
-0.0114 0.0049 -0.0105
-0.0542 -0.0327 0.0043
0.0070 0.0022 -0.0031
-0.0338 -0.0095 -0.0226
-0.0005 -0.0098 0.0087
-0.0365 0.0508 0.0324
-0.0066 -0.0025 -0.0035
0.0800 0.2491 -0.2916
-0.0072 0.0080 0.0230
0.0057 -0.0252 -0.0034
0.0381 0.0194 0.0096
-0.0011 -0.0123 -0.0015
-0.0026 -0.0036 0.0047
-0.0005 -0.0215 0.0007
-0.0081 0.0197 0.0049
0.0280 0.0216 -0.0531
0.0045 0.0136 0.0262
-0.0298 0.0123 0.0109
0.0214 0.0048 -0.0057
0.0274 0.0381 -0.1268
-0.0023 0.0018 -0.0053
-0.0112 -0.0116 -0.0090
-0.0202 -0.0089 -0.0518
-0.0132 0.0201 -0.0491
-0.0008 0.0164 0.0204
0.0072 0.0397 0.0090
-0.0032 -0.0050 0.0019
-0.0048 0.0010 0.0097
0.0153 -0.0117 -0.0647
-0.0065 0.0025 -0.0057
0.0276 -0.0098 -0.0061

Its net charge is +4. For the highest occupied orbital energy (spin up / spin down), the calculation gives -20.73 / -20.84 eV. The spin multiplicity is 3. The gap between HOMO and LUMO (spin up / spin down) is 6.74 / 7.07 eV.


Record 2
Entry from the OMol25 dataset: a cluster of 3 separate species, C28H42BClFN3O11 in total (ωB97M-V with the def2-TZVPD basis set).

Last column: Löwdin charge in e.
CARTESIAN COORDINATES (ANGSTROEM)
Cl 4.5119 0.0557 -7.4718  0.4761
F 0.6040 -3.4281 -5.0386  -0.1213
O 3.1667 -0.7347 -0.6366  0.0656
O -1.1157 2.3744 -5.8293  0.0889
O -5.5178 -2.1051 2.9151  -0.1287
O 4.1016 2.8081 3.3059  -0.1381
O 5.1576 3.5839 6.0758  -0.2078
O 6.3346 4.9095 3.3646  -0.2071
O -1.7017 -3.3390 0.0925  0.1191
O 1.6249 2.9754 -2.0359  0.0904
O -1.8934 -0.9213 -5.5983  -0.0006
O -8.1761 -3.5879 2.5622  -0.2078
O -5.7108 -3.9739 0.4915  -0.2019
N 0.4551 -2.8887 -1.1728  0.1371
N -4.4297 -0.9884 -4.8645  0.1568
N 0.8715 2.6189 -4.3506  -0.0318
C 1.1109 2.2627 -2.9352  -0.2711
C 4.0031 4.2342 3.3572  -0.1711
C -3.2647 -0.8383 -5.1925  -0.2000
C -7.9920 -2.2026 2.8468  -0.1921
C -5.3271 -3.5936 -0.8176  -0.1095
C -4.6375 -3.8781 1.4250  -0.1969
C 0.8540 -0.3972 -1.8579  0.0636
C 4.9247 2.2678 5.5789  -0.1919
C 5.1243 4.9559 2.6128  -0.1913
C -0.5939 -3.0908 -0.4211  -0.1463
C -0.3237 1.9812 -4.9232  -0.2731
C -1.4772 -3.3636 -3.6699  -0.1033
C 5.1545 2.2161 4.0710  -0.1728
C -0.3182 -4.3202 -4.3222  -0.1123
C 4.3183 3.9068 7.1706  -0.1116
C 0.5700 0.7543 -2.8834  0.0438
C -6.6972 -1.6942 2.2189  -0.1733
C 3.9208 1.0269 -6.0296  -0.5809
C -0.7898 -1.9438 -3.3868  -0.0047
C -1.0689 -0.7720 -4.4259  -0.0767
C 2.1127 2.6870 -5.1867  -0.1414
C 1.5569 0.9620 0.5981  -0.0274
C 2.3414 1.4342 -6.1766  -0.2069
C 7.4843 4.8480 2.5399  -0.1123
C -8.8340 -4.2746 3.6122  -0.1123
C -0.3580 0.5842 -4.1380  0.0609
C -5.1615 -3.4859 2.8048  -0.1699
C 0.1525 -1.7772 -2.1316  -0.0905
B 1.8735 -0.0795 -0.6276  -0.3908
H 3.3560 -0.8950 -1.6016  0.1096
H 3.9590 0.3059 -5.1183  0.0840
H 5.6331 1.5999 6.0816  0.1252
H 7.4162 4.0124 1.8359  0.0857
H 3.0616 4.4766 2.8548  0.1262
H 1.7570 0.4881 -5.9077  0.1111
H -0.7857 -5.0257 -5.0954  0.1258
H 3.9060 4.5859 4.3851  0.1152
H 4.5895 3.3047 8.0450  0.0878
H -2.3178 -3.2853 -4.4638  0.1178
H 0.9462 1.8760 0.2725  0.0677
H 3.0062 2.7269 -4.4429  0.1309
H -6.6351 -1.9403 1.1594  0.1149
H 7.6131 5.7878 1.9969  0.0865
H -4.6241 -4.3204 -1.2336  0.0807
H 0.2875 -4.8582 -3.5145  0.1205
H 3.9023 1.9393 5.7995  0.1243
H 4.8579 6.0109 2.4829  0.1254
H -5.9798 -4.1312 3.1269  0.1150
H 3.2662 3.7488 6.9146  0.0856
H 5.1703 1.1626 3.7742  0.1265
H 6.1236 2.6290 3.7929  0.1147
H -4.3482 -3.6324 3.5223  0.1261
H -9.8743 -3.9393 3.6894  0.0878
H -4.1605 -4.8633 1.4801  0.1270
H -6.2233 -3.5661 -1.4395  0.0910
H 4.4564 4.9628 7.4051  0.0884
H 8.3525 4.6827 3.1799  0.0888
H 5.2555 4.4980 1.6254  0.1243
H -4.8806 -2.5939 -0.8193  0.0880
H -7.9632 -2.0238 3.9281  0.1242
H 2.0949 1.8114 -7.2470  0.1231
H -3.8952 -3.1418 1.0981  0.0985
H -1.9024 -3.7881 -2.6903  0.1107
H -8.3156 -4.1202 4.5633  0.0853
H -6.7049 -0.6016 2.2831  0.1264
H 4.5817 1.9211 -5.7477  0.0855
H 2.5666 1.3528 1.0252  0.0828
H 1.0330 0.3908 1.4473  0.0785
H -8.8165 -5.3410 3.3845  0.0880
H -8.8446 -1.6657 2.4164  0.1253
H 2.1389 3.6905 -5.7683  0.1423

Force components x, y, z for each atom (eV/Å):
-0.2988 0.9406 1.0318
-1.3999 -1.6324 0.9617
-2.2630 1.4789 -1.7990
4.0269 -1.4807 3.9791
-0.1921 -0.2486 -0.1866
0.2225 0.1978 0.1919
-0.4659 -0.0142 -0.0144
0.0810 -0.3157 -0.3167
6.9120 1.3030 -2.4114
-1.8423 -2.9761 -4.0483
-2.9144 0.4211 2.9221
0.1546 -0.0242 0.4446
0.1789 0.3725 -0.1360
-4.5395 0.5803 1.8568
6.5824 1.1006 -1.8751
-0.3699 0.7128 0.2580
0.2681 -0.4227 1.1974
-0.0040 -0.0417 -0.3119
-2.6171 -1.5922 0.6405
0.1788 -0.2868 -0.5058
-0.2388 -0.1457 0.2596
-0.5549 -0.0974 0.1790
-2.4706 0.1176 -3.4691
0.4023 0.4061 -0.2174
-0.0019 -0.0067 0.5928
-3.0654 -0.5837 -1.0229
-1.4935 -1.0116 -1.3341
0.9285 0.3377 -0.6111
-0.2576 -0.1979 0.0781
-0.2263 0.9266 0.1326
0.3466 -0.0459 -0.1460
-1.8260 -2.7942 -0.4853
-0.0425 0.1330 0.2930
-1.3027 -0.3572 1.4216
0.3621 1.6127 0.0882
3.3086 1.4406 4.1987
0.9868 0.6881 -0.1155
0.6792 -0.1193 0.0914
1.1584 0.6395 -0.3603
-0.1703 0.0803 0.3116
0.0170 0.1152 -0.3686
0.2229 -2.2197 2.0652
0.2386 0.1234 -0.0962
-0.2652 3.7778 -2.6468
1.4264 -0.1903 0.8873
-0.1126 -0.3861 1.4687
0.1042 1.1936 -1.6242
-0.0826 -0.2468 -0.0698
-0.0035 0.0412 -0.1029
0.0828 -0.1077 -0.0764
0.5728 1.5619 -0.4400
0.9050 0.9965 1.2197
0.2664 0.0351 -0.0171
-0.1744 0.0324 0.0687
1.3659 0.1442 1.5704
0.7021 -1.5131 0.5140
-1.6477 0.0200 -1.1156
-0.1415 -0.2312 0.0303
0.1016 -0.0121 -0.1646
0.1315 0.0421 -0.1428
-0.8312 0.7728 -1.3108
0.0216 0.0389 -0.0265
-0.1880 -0.0063 -0.1594
-0.0598 -0.0116 -0.2531
-0.0557 -0.0808 0.0706
-0.1453 0.0542 0.0226
-0.0022 0.1820 0.2051
0.0164 0.1293 -0.0807
-0.0008 -0.0634 0.1804
0.2158 0.0341 0.1304
0.0481 -0.0925 0.0910
0.1082 -0.0775 -0.0274
-0.1116 0.0889 0.0238
0.0061 -0.0280 0.0501
0.1091 -0.0061 -0.0417
0.0274 -0.0287 -0.0339
0.4590 -1.0405 1.8005
-0.1211 -0.0193 0.0400
0.6608 0.4938 -1.5854
-0.0689 0.0528 0.0864
0.0377 -0.0718 0.1345
-0.8234 -1.3346 -1.0702
-1.7315 -0.7132 -0.6718
0.5646 0.9412 -1.1527
-0.0294 0.0881 -0.0985
0.0261 0.2481 0.0966
-0.0621 -1.8212 0.8569

As for the structure (SMILES): CB(O)c1c(N=C=O)c(CCF)c(OC#N)c2c1C(=O)N(CCCCl)C2=O.COCCOCCOC.COCCOCCOC. For the highest occupied orbital energy, the calculation gives -9.11 eV. The spin multiplicity is 1. The gap between HOMO and LUMO is 7.57 eV.


| no. | molar mass (g mol⁻¹) |
| --- | --- |
| 1 | 739.3 |
| 2 | 661.9 |